Record 1
ORCA calculation (ωB97M-V/def2-TZVPD) on a molecular structure, C16H26BrN6O2SSc at a distorted geometry.

XYZ file:
```
53
Properties=species:S:1:pos:R:3:nbo_charge:R:1
Sc 0.48961 -0.83728 0.61683 1.62
C 0.31311 -2.89598 -1.74837 -0.24
C 0.58491 -1.49378 -2.35927 -0.24
N 1.42681 -0.67208 -1.46367 -0.70
C 2.85121 -1.09038 -1.50927 -0.24
C 3.50981 -0.95258 -0.12767 -0.24
N 2.60931 -1.37878 0.96543 -0.68
C 2.56451 -2.84298 1.20303 -0.25
C 1.81571 -3.59868 0.09753 -0.24
N 0.56321 -2.90738 -0.29587 -0.70
H 0.93861 -3.64638 -2.24057 0.22
H -0.72489 -3.17068 -1.94777 0.24
H -0.36049 -0.96208 -2.49517 0.22
H 1.05421 -1.60738 -3.34417 0.22
H 1.38741 0.28792 -1.81637 0.41
H 3.41611 -0.48558 -2.22407 0.24
H 2.90131 -2.12108 -1.86037 0.21
H 3.75961 0.10042 0.03733 0.23
H 4.44291 -1.52748 -0.11237 0.23
H 2.99771 -0.97958 1.82393 0.42
H 2.03921 -2.99768 2.15163 0.24
H 3.57731 -3.25688 1.29323 0.23
H 1.60611 -4.60908 0.46543 0.25
H 2.45911 -3.71308 -0.77787 0.21
H -0.20709 -3.38768 0.17643 0.43
Br 1.32381 2.68432 0.16723 0.12
C 0.53491 2.22502 1.84213 0.18
C 0.11731 3.18542 2.74383 -0.26
C -0.50349 2.74372 3.90693 -0.10
C -0.69269 1.38252 4.10163 -0.19
C -0.23889 0.50322 3.13113 0.13
N 0.38731 0.91272 2.01173 -0.58
C -0.46939 -1.01878 3.23813 0.76
O -0.94289 -1.49948 4.22833 -0.50
O -0.09819 -1.64438 2.16923 -0.82
H 0.25671 4.23772 2.54663 0.26
H -0.85689 3.45422 4.63943 0.26
H -1.19699 0.98092 4.96623 0.28
C -2.59229 3.16792 0.11733 -0.41
N -2.74079 2.38282 -1.07367 -0.36
C -3.29859 2.96342 -2.28847 -0.22
C -3.35709 1.77042 -3.25917 -0.23
N -2.69929 0.71472 -2.50017 -0.57
C -2.43499 1.10692 -1.24627 0.39
S -1.85499 0.03762 -0.05737 -0.25
H -3.52219 3.70152 0.31793 0.23
H -1.79089 3.89862 -0.00407 0.21
H -2.37739 2.51322 0.95983 0.23
H -2.65219 3.76752 -2.65077 0.22
H -4.28489 3.38652 -2.08087 0.23
H -2.81129 1.95942 -4.18607 0.23
H -4.38169 1.48402 -3.51267 0.23
H -2.83749 -0.25558 -2.73627 0.43
```

net charge	+2
LUMO level	-6.0	eV
orbital gap	9.2429	eV
DFT total energy	-4836.9238	a.u.
HOMO energy	-15.23	eV
strongest force on any atom	2.758	eV Å⁻¹


Record 2
ORCA calculation (ωB97M-V/def2-TZVPD) on a molecular structure, C2H4N4O2S2 at a distorted geometry.

XYZ file:
```
14
Properties=species:S:1:pos:R:3:nbo_charge:R:1
C 0.30662 0.55268 0.46287 0.27
C 2.30912 0.00586 1.86262 -0.16
H -2.70118 -0.96336 -1.69518 0.40
H -1.53417 -2.01585 -2.10781 0.41
H -0.67862 0.77119 2.40019 0.44
H 3.38357 -0.23294 2.17553 0.24
N -1.74049 -1.25498 -1.51596 -1.07
N -0.80673 0.87710 -0.10768 -0.78
N 0.25527 0.68654 1.80052 -0.42
N 1.42264 0.58250 2.60328 -0.22
O 0.49577 -0.10630 -2.04540 -0.96
O -1.74269 1.03559 -2.36379 -0.94
S -0.88124 0.18127 -1.62951 2.37
S 1.91213 -0.11928 0.16033 0.42
```

LUMO level	0.4	eV
orbital gap	9.9191	eV
DFT total energy	-1244.4312	a.u.
HOMO energy	-9.47	eV
strongest force on any atom	4.397	eV Å⁻¹


Record 3
ORCA calculation (ωB97M-V/def2-TZVPD) on a molecular structure, C38H64N9O2Si3W.

XYZ file:
```
117
Properties=species:S:1:pos:R:3:mulliken_charge:R:1
W 0.19276 -0.01042 -0.01349 2.96
C -0.37981 3.07714 3.19783 -1.13
C -0.92513 2.04513 2.28268 -0.24
O -0.05365 1.20392 1.62309 -0.73
C -2.22954 1.88180 2.05021 -1.19
C -2.77978 1.18981 0.92561 1.43
C -4.22331 1.46894 0.62966 -1.75
N -2.02726 0.54305 0.07231 1.50
N -2.60604 0.60606 -1.19924 -0.90
C -1.69806 0.99740 -2.00582 -0.60
O -0.41290 1.00230 -1.59222 -0.49
C -1.98331 1.43070 -3.37955 0.86
C -0.97307 1.91196 -4.20845 0.06
C -1.26946 2.31438 -5.50171 -0.86
C -2.57323 2.23326 -5.97334 -0.65
C -3.58699 1.76448 -5.14443 -0.81
C -3.29774 1.37325 -3.84823 -0.89
H -0.52009 4.06537 2.75740 0.32
H 0.66847 2.93077 3.40240 -0.60
H -0.92414 3.05973 4.14194 0.56
H -2.90838 2.49587 2.62666 0.60
H -4.74688 1.72058 1.55026 0.62
H -4.69817 0.62436 0.13661 0.37
H -4.30689 2.32196 -0.04735 0.34
H 0.04195 1.97890 -3.84375 0.45
H -0.48689 2.69967 -6.14159 0.49
H -2.80358 2.54808 -6.98235 0.44
H -4.60534 1.72227 -5.50674 0.49
H -4.08701 1.03171 -3.19082 0.56
C 0.86048 3.76068 0.13103 -1.06
Si 2.23632 2.81808 1.00655 0.79
C 3.79542 2.57982 -0.00764 -0.91
C 2.76894 3.88752 2.45213 -1.37
C 1.44307 1.08231 1.52759 1.17
Si 2.28865 0.37624 3.22647 0.63
C 2.05529 -1.48697 3.40096 -1.14
C 4.08060 0.93076 3.40590 -1.52
C 1.58256 1.10490 4.81256 -1.50
Si 2.56105 -1.53321 0.08321 0.31
C 2.95972 -3.36409 -0.16926 -1.44
C 4.07912 -0.99249 1.02741 -1.56
C 2.86115 -0.48898 -1.42640 -0.11
C 3.89104 -0.44283 -2.35404 -0.63
C 3.98832 0.63983 -3.21049 -1.03
C 3.04777 1.65658 -3.09843 -1.36
C 2.03471 1.54865 -2.17220 -0.43
N 1.93112 0.48557 -1.34979 0.69
H 1.28984 4.40210 -0.64317 0.64
H 0.37292 4.43139 0.84105 0.45
H 0.07400 3.16048 -0.33491 0.02
H 4.65878 2.75355 0.63617 0.59
H 3.82838 3.35547 -0.77763 0.54
H 3.93642 1.62138 -0.50063 -0.03
H 3.57069 4.52496 2.06716 0.53
H 3.18921 3.35505 3.30242 0.27
H 1.98590 4.55447 2.80949 0.43
H 3.00426 -2.01516 3.45669 0.41
H 1.45645 -1.93996 2.60789 -0.09
H 1.53764 -1.67979 4.34321 0.67
H 4.70057 0.06315 3.64055 0.55
H 4.13368 1.59712 4.26743 0.68
H 4.55389 1.44269 2.57387 0.36
H 2.13913 0.54076 5.57154 0.53
H 1.85216 2.14858 4.96675 0.45
H 0.52837 0.97889 5.04281 0.39
H 4.02278 -3.43845 0.07051 0.63
H 2.84275 -3.71068 -1.19505 0.55
H 2.44752 -4.05771 0.49492 0.38
H 4.27248 -1.46968 1.98087 0.37
H 4.18790 0.07986 1.11356 0.18
H 4.86976 -1.32480 0.34408 0.72
H 4.61590 -1.24630 -2.38816 0.60
H 4.78724 0.70574 -3.93781 0.58
H 3.09775 2.53827 -3.72303 0.60
H 1.29456 2.32295 -2.07821 0.66
C -2.73357 -4.27847 1.83550 -0.94
N -2.60058 -2.86605 2.22987 -0.13
C -3.65505 -2.45613 3.17701 -1.00
C -3.42303 -0.96663 3.32506 -0.42
N -2.05577 -0.78140 2.82473 0.98
C -1.09790 -0.48544 3.88574 -0.93
C -1.71658 -1.85731 2.01732 -0.65
N -0.68001 -1.75890 1.17390 0.13
C -0.23095 -3.03536 0.60267 -0.37
C -0.05100 -2.94067 -0.91024 -1.50
N -0.25015 -1.55795 -1.35037 0.27
C -0.99079 -1.58179 -2.52076 -0.95
N -2.24171 -2.03026 -2.59149 0.38
C -3.08772 -2.40458 -1.48401 -1.51
C -2.72102 -2.08540 -3.97523 -0.60
C -1.55007 -1.47603 -4.75963 -0.21
N -0.52683 -1.27660 -3.72278 0.11
C 0.84945 -1.02612 -4.09092 -0.34
H -3.53731 -4.69397 2.43768 0.46
H -1.83944 -4.85306 2.05821 0.47
H -3.01491 -4.39620 0.78952 0.24
H -3.55660 -3.01330 4.11002 0.44
H -4.62808 -2.68288 2.74489 0.58
H -3.49096 -0.63646 4.35865 0.45
H -4.13014 -0.38279 2.73510 0.10
H -1.08690 -1.26339 4.65742 0.59
H -1.37301 0.45842 4.35038 0.62
H -0.10904 -0.40541 3.46416 -1.05
H -0.97051 -3.79297 0.75811 0.38
H 0.67471 -3.37459 1.10382 -0.06
H -0.75411 -3.60710 -1.41394 1.03
H 0.92661 -3.28161 -1.21051 -0.28
H -3.21858 -3.48918 -1.45230 0.43
H -4.06520 -1.93808 -1.60269 0.41
H -2.64300 -2.05536 -0.55577 0.56
H -3.63552 -1.50202 -4.07229 0.38
H -2.93103 -3.11652 -4.26230 0.38
H -1.80119 -0.52443 -5.22733 0.06
H -1.16069 -2.15101 -5.52053 0.58
H 1.49482 -1.27754 -3.25658 -0.12
H 0.99398 0.01533 -4.37585 0.12
H 1.10656 -1.65991 -4.93980 0.49
```

net charge	+3
LUMO level	-9.1	eV
orbital gap	6.6136	eV
DFT total energy	-3064.3718	a.u.
HOMO energy	-15.76	eV
strongest force on any atom	0.511	eV Å⁻¹


Record 4
ORCA calculation (ωB97M-V/def2-TZVPD) on a molecular structure, C27H24AsN7NdS4 at a distorted geometry.

XYZ file:
```
64
Properties=species:S:1:pos:R:3:nbo_charge:R:1
Nd -0.33704 0.81350 -1.75870 1.48
C 1.72894 4.98597 0.26251 -0.02
C 0.87945 4.17184 -0.47731 0.03
N 0.84473 2.83634 -0.25254 -0.42
C 1.69026 2.32634 0.63507 0.14
C 2.56850 3.16950 1.29901 0.03
N 2.54688 4.46994 1.16927 -0.38
C 1.72026 0.86599 0.81595 0.29
C 2.80000 0.34842 1.43974 -0.36
C 2.86955 -1.03495 1.62603 0.11
C 1.75374 -1.79112 1.28026 -0.26
C 0.60687 -1.16918 0.71788 0.19
N 0.63997 0.20076 0.44028 -0.63
C -0.54047 -1.95262 0.51773 -0.08
C -0.57140 -3.36584 0.74937 0.08
N -1.54379 -4.02697 1.32099 -0.50
C -2.62757 -3.24091 1.68160 -0.07
C -2.81329 -2.04960 1.17392 -0.08
N -1.86968 -1.40620 0.29889 -0.50
C 4.02268 -1.66907 2.35865 -0.02
C 3.84248 -2.63430 3.31979 -0.26
C 4.88446 -3.18943 3.99935 0.04
N 6.14439 -2.91870 3.75390 -0.42
C 6.30693 -1.99851 2.86859 0.05
C 5.33467 -1.35527 2.09056 -0.25
H 1.78209 6.06283 0.14410 0.20
H 0.16692 4.54671 -1.24529 0.23
H 3.25696 2.72559 2.00601 0.19
H 3.54300 0.83837 2.02989 0.22
H 1.69798 -2.84419 1.53020 0.22
H 0.37504 -3.88146 0.64059 0.17
H -3.34325 -3.62805 2.39490 0.19
H -3.76928 -1.58689 1.43998 0.18
H 2.84841 -2.84819 3.65930 0.22
H 4.70057 -3.97484 4.71437 0.19
H 7.33041 -1.73901 2.69701 0.18
H 5.73549 -0.67362 1.31837 0.24
C -3.19308 2.63729 -1.65255 -0.44
N -2.93220 1.77580 -0.52068 -0.46
C -3.04402 2.64516 0.69333 -0.41
C -3.87186 0.64610 -0.43211 -0.23
C -3.42574 -0.50656 -1.35429 -0.11
C -3.98820 -0.62588 -2.62983 -0.18
C -3.62140 -1.57924 -3.57561 -0.23
C -2.53340 -2.36069 -3.27693 -0.15
C -1.92910 -2.29118 -2.02334 -0.26
C -2.40139 -1.39384 -1.01302 0.22
H -4.24092 3.00656 -1.65966 0.17
H -3.00805 2.15993 -2.61822 0.23
H -2.55574 3.53988 -1.66304 0.22
H -4.02399 3.11218 0.80180 0.17
H -2.35631 3.49237 0.65534 0.21
H -2.87250 2.08401 1.60023 0.21
H -4.80229 1.00768 -0.84980 0.18
H -4.05164 0.37123 0.62440 0.22
H -4.77849 0.09964 -2.84330 0.20
H -4.03040 -1.51344 -4.56744 0.22
H -2.10475 -3.06998 -4.03315 0.23
H -1.06383 -2.89525 -1.88298 0.24
S 2.31537 0.94680 -2.37728 -0.71
As 1.24679 1.24204 -4.24939 0.99
S -0.09965 2.88668 -3.61283 -0.77
S -0.14423 -0.39946 -4.13378 -0.72
S 2.30517 1.59900 -6.06609 -0.65
```

net charge	-1
LUMO level (spin up / spin down)	1.7 / 1.7	eV
orbital gap (spin up / spin down)	6.2320 / 6.2472	eV
multiplicity	4
DFT total energy	-5816.6827	a.u.
HOMO energy (spin up / spin down)	-4.56 / -4.57	eV
strongest force on any atom	2.725	eV Å⁻¹


Record 5
ORCA calculation (ωB97M-V/def2-TZVPD) on a molecular structure, C4H9N2 at a distorted geometry.

XYZ file:
```
15
Properties=species:S:1:pos:R:3:nbo_charge:R:1
C 0.11552 1.43340 0.50720 0.38
C 0.42462 -0.55081 0.75334 0.16
C 1.08709 -1.40792 -0.27074 -0.65
C -1.78769 0.46681 -0.70455 -0.47
N -0.59839 0.39670 0.12905 -0.33
N 1.11744 0.70291 1.08615 -0.56
H -0.01156 2.53917 0.46312 0.27
H 0.17429 -1.10444 1.65194 0.25
H 1.86550 -2.10116 0.00541 0.26
H 1.53280 -0.74405 -1.02000 0.23
H 0.28033 -2.01848 -0.76518 0.25
H -2.77205 0.91523 -0.47316 0.26
H -1.46058 1.09765 -1.62064 0.23
H -2.01806 -0.49806 -1.24163 0.26
H 2.05074 0.87304 1.49968 0.46
```

net charge	+1
LUMO level	-3.9	eV
orbital gap	10.9661	eV
DFT total energy	-267.0127	a.u.
HOMO energy	-14.84	eV
strongest force on any atom	4.360	eV Å⁻¹


Record 6
ORCA calculation (ωB97M-V/def2-TZVPD) on 4 unconnected molecules or ions with the total composition C12H15F3O12 at a distorted geometry.

XYZ file:
```
42
Properties=species:S:1:pos:R:3:nbo_charge:R:1
C -0.69214 3.69651 -0.04296 -0.12
C 0.45869 2.63036 -0.26027 0.47
O 1.44670 3.01790 0.66270 -0.47
C 0.80514 3.55880 1.69286 0.97
O 1.30091 3.71907 2.79403 -0.56
O -0.40072 3.98971 1.28417 -0.49
F 1.05345 2.69852 -1.51612 -0.34
H -1.73758 3.43960 -0.21368 0.22
H -0.47241 4.53056 -0.70943 0.20
H 0.02225 1.63357 -0.19666 0.15
C 1.15189 0.37671 -1.82333 -0.11
C 1.39157 -1.12220 -1.39339 0.37
O 2.19393 -1.02606 -0.28189 -0.50
C 2.58198 0.23575 -0.09285 0.98
O 3.40825 0.50184 0.82320 -0.62
O 2.06345 1.06326 -1.00067 -0.49
F 1.93663 -1.73588 -2.32427 -0.32
H 0.14596 0.69440 -1.54894 0.18
H 1.53100 0.53064 -2.83362 0.21
H 0.41804 -1.57552 -1.20667 0.24
C -0.36676 -2.67230 0.64885 -0.11
C -1.25561 -3.94152 0.75024 0.43
O -1.18270 -4.65344 -0.42367 -0.47
C -0.91220 -3.65232 -1.33960 0.97
O -0.95821 -3.71854 -2.53020 -0.55
O -0.56073 -2.56680 -0.73176 -0.50
F -2.49653 -3.68480 1.06428 -0.33
H 0.67139 -2.91986 0.87033 0.22
H -0.75812 -1.88150 1.28883 0.22
H -0.88942 -4.56485 1.56600 0.15
C -2.45445 0.20157 -1.06996 -0.26
O -1.92285 0.83141 -0.01366 -0.50
C -0.69811 0.34344 0.43499 1.00
O -0.04406 -0.52198 -0.20382 -0.71
O -0.43274 0.85401 1.63382 -0.49
C 0.68880 0.53992 2.37029 -0.29
H -2.80469 -0.77774 -0.74379 0.18
H -1.69710 0.01775 -1.83201 0.19
H -3.34824 0.73551 -1.39269 0.21
H 0.77649 1.07725 3.31458 0.24
H 1.64803 0.56102 1.85307 0.24
H 0.39085 -0.46373 2.67366 0.17
```

SMILES	O=C1OC[C@@H](F)O1.O=C1OC[C@@H](F)O1.O=C1OC[C@@H](F)O1.COC(=O)OC
LUMO level	0.2	eV
orbital gap	10.5083	eV
DFT total energy	-1668.4839	a.u.
HOMO energy	-10.35	eV
strongest force on any atom	11.717	eV Å⁻¹